No. 1
Formula: C6H12O
Source: the OMol25 dataset
Level of theory: the ωB97M-V functional and the def2-TZVPD basis

Last column: Löwdin charge in e.
Cartesian coordinates (Å):
O 0.479 -2.140 -0.812  0.041
C 1.557 0.307 0.784  -0.257
C 0.908 1.090 1.636  -0.031
C -0.566 -1.597 -1.053  -0.302
C -2.088 0.315 -0.410  -0.098
C 2.226 0.795 -0.467  -0.106
C -1.535 -1.062 -0.058  -0.224
H -2.328 -1.798 -0.216  0.118
H 0.474 0.703 2.553  0.054
H -1.349 1.083 -0.187  0.058
H -0.964 -1.523 -2.093  0.129
H 0.848 2.156 1.446  0.056
H -1.146 -1.144 0.967  0.116
H -2.973 0.511 0.193  0.072
H 1.614 -0.757 0.996  0.090
H 3.310 0.672 -0.411  0.074
H -2.384 0.407 -1.464  0.078
H 1.895 0.217 -1.330  0.061
H 2.040 1.853 -0.676  0.073

HOMO level in hartree: -0.350
2S+1: 1
HOMO-LUMO gap in eV: 10.52
Energy above the lowest of the compared OMol25 structures with the same formula, charge and spin in kcal per mole: 32.89
SMILES string: CCC=O.C=CC



No. 2
Formula: C35H46CaN5S2Si2
Source: the OMol25 dataset
Level of theory: the ωB97M-V functional and the def2-TZVPD basis

Last column: Löwdin charge in e.
Cartesian coordinates (Å):
Ca -0.985 0.302 0.035  0.938
S -1.917 0.242 -2.648  0.488
S -3.456 -0.137 0.979  0.466
Si 2.499 -0.506 0.349  0.423
Si 0.180 -2.653 1.129  0.388
N 0.794 -2.069 -3.186  0.121
N 1.385 -1.836 -5.323  0.116
N 0.642 0.868 2.755  0.108
N -1.504 2.916 -1.143  -0.189
N -2.032 2.613 1.815  -0.155
C -1.960 4.423 -4.526  -0.116
C 0.749 -1.303 -4.232  -0.184
C 1.017 -0.414 2.554  -0.441
C 1.496 -3.195 -3.599  -0.227
C 0.914 -0.960 1.174  -0.458
C 3.345 0.903 1.271  -0.185
C -3.046 3.066 0.854  -0.198
C -0.995 -2.867 2.577  -0.167
C -1.951 1.853 -3.322  -0.649
C -2.477 3.730 -0.391  -0.177
C -2.356 2.158 4.199  -0.069
C 1.563 -1.152 3.628  -0.064
C 2.385 0.138 -1.428  -0.177
C -1.232 3.734 2.278  -0.101
C 2.534 -5.335 -3.544  -0.100
C 1.880 -3.068 -4.939  -0.208
C 3.800 -1.876 0.311  -0.182
C 1.405 0.761 5.035  -0.084
C 1.763 -0.570 4.857  -0.079
C -0.895 -2.878 -0.402  -0.198
C 1.830 -4.344 -2.885  -0.008
C -3.414 0.176 5.009  -0.111
C -2.546 1.777 2.868  -0.259
C 2.904 -5.196 -4.891  -0.112
C -2.770 1.373 5.264  -0.112
C 2.585 -4.060 -5.613  -0.036
C -2.209 3.285 -5.286  -0.119
C 0.847 1.415 3.958  -0.163
C 1.344 -4.142 1.193  -0.192
C -1.719 4.269 -3.170  -0.056
C -3.618 -0.210 3.695  -0.151
C -0.112 3.231 -0.813  -0.092
C -1.724 3.013 -2.569  -0.305
C -3.185 0.544 2.597  -0.618
C -2.200 2.034 -4.695  -0.141
H -1.532 5.145 -2.558  0.107
H -3.337 3.921 -1.033  0.129
H 1.397 0.534 -1.688  -0.010
H 2.870 -3.955 -6.652  0.101
H 2.206 -1.137 5.668  0.101
H -3.622 2.196 0.547  0.037
H 2.802 -6.241 -3.016  0.095
H -0.369 3.382 2.837  0.054
H 3.115 0.942 -1.567  0.029
H 1.463 -1.408 -6.227  0.147
H -0.550 -2.303 -1.268  -0.019
H -2.582 1.704 6.278  0.091
H 3.564 0.639 2.310  0.031
H -1.928 -2.585 -0.179  0.011
H 2.177 -4.048 0.493  -0.006
H -1.806 4.433 2.905  0.094
H 0.238 -0.350 -4.261  0.081
H -4.114 -1.148 3.475  0.087
H -2.039 4.712 -0.168  0.106
H 1.562 1.275 5.974  0.092
H 1.866 -2.177 3.452  0.098
H 2.727 1.805 1.290  0.021
H 0.792 -5.054 0.945  0.024
H -3.741 3.784 1.322  0.130
H -2.399 1.149 -5.287  0.086
H 1.542 -4.443 -1.846  0.096
H 0.134 2.909 0.203  0.062
H -1.962 5.407 -4.976  0.087
H -2.410 3.375 -6.348  0.091
H 4.803 -1.439 0.286  0.023
H -0.917 -3.927 -0.713  0.030
H 2.597 -0.647 -2.151  0.006
H -0.505 -2.775 3.547  0.021
H -3.746 -0.461 5.820  0.092
H 4.289 1.137 0.769  0.026
H -0.861 4.293 1.427  0.059
H -1.780 -2.105 2.531  0.002
H -1.874 3.095 4.431  0.085
H -1.476 -3.849 2.532  0.036
H 3.449 -5.996 -5.376  0.092
H 0.545 2.449 4.071  0.078
H 0.542 2.705 -1.511  0.086
H 3.691 -2.519 -0.568  0.018
H 0.112 4.305 -0.888  0.091
H 3.730 -2.510 1.198  0.017
H 1.774 -4.272 2.192  0.021

HOMO level in hartree: -0.162
2S+1: 1
HOMO-LUMO gap in eV: 6.94
Total charge: -1
Energy above the lowest of the compared OMol25 structures with the same formula, charge and spin in kcal per mole: 38.65



No. 3
Formula: C3H9NO3
Source: the OMol25 dataset
Level of theory: the ωB97M-V functional and the def2-TZVPD basis

Last column: Löwdin charge in e.
Cartesian coordinates (Å):
O -0.768 1.993 1.384  -0.464
O 0.627 -2.060 0.399  -0.005
O -0.439 -0.560 1.686  -0.048
N -0.882 -1.051 -1.576  0.004
C 0.665 -0.804 0.916  -0.583
C 0.855 0.246 -0.222  -0.124
C -0.315 0.258 -1.235  -0.255
H -0.658 -1.724 -0.851  0.026
H -0.011 0.682 -2.199  0.099
H -1.071 0.887 -0.764  0.082
H -1.076 2.667 1.993  -0.135
H 1.577 -0.760 1.551  0.159
H 1.798 -0.042 -0.678  0.096
H -0.607 0.436 1.818  0.033
H 0.968 1.197 0.279  0.077
H -0.662 -1.364 -2.501  0.038

HOMO level (spin up / spin down) in hartree: -0.136 / -0.136
2S+1: 2
Expectation value of S²: 0.756
HOMO-LUMO gap (spin up / spin down) in eV: 7.77 / 6.09
Total charge: -1
Energy above the lowest of the compared OMol25 structures with the same formula, charge and spin in kcal per mole: 13.63



No. 4
Formula: C15H22Cl3FINO3Si2
Source: the OMol25 dataset
Level of theory: the ωB97M-V functional and the def2-TZVPD basis

Last column: Löwdin charge in e.
Cartesian coordinates (Å):
I 0.505 -3.016 3.522  0.539
Cl -3.745 -2.801 -1.049  0.592
Cl -2.499 0.579 -2.564  0.629
Cl 3.310 -2.672 1.115  0.583
Si 0.478 -1.777 1.349  0.118
Si -1.050 0.388 0.194  0.550
F -3.381 1.366 1.407  -0.081
O -0.694 -0.555 1.567  -0.316
O 1.501 -2.027 -1.762  0.024
O 1.028 -4.195 -1.766  0.124
N 2.893 2.608 -1.552  0.058
C -2.096 -0.513 -1.129  -0.644
C 2.039 1.931 -2.351  -0.133
C -0.022 -3.112 0.057  -0.183
C -4.751 -0.268 -1.045  -0.204
C 0.881 -3.146 -1.207  -0.540
C 0.475 1.266 -0.544  -0.218
C 2.263 -1.145 1.125  -0.715
C 2.523 2.641 -0.251  -0.138
C -3.486 -1.053 -0.566  -0.739
C 4.308 0.043 2.147  -0.138
C -2.156 1.830 0.849  -0.363
C 0.835 1.233 -1.956  -0.072
C -2.335 3.007 -0.167  -0.094
C 2.787 -0.302 2.367  -0.335
C 1.359 2.031 0.346  -0.056
H -5.041 -0.515 -2.098  0.069
H 1.035 -1.713 -2.555  0.113
H -1.570 2.251 1.719  0.118
H -1.517 -1.355 -1.593  0.045
H 4.583 0.086 1.062  0.075
H 4.895 -0.821 2.559  0.061
H 1.126 2.123 1.423  0.100
H 0.085 -4.120 0.537  0.086
H -5.611 -0.639 -0.419  0.088
H -2.394 4.013 0.326  0.084
H 2.465 -0.649 0.150  0.061
H -1.120 -3.032 -0.183  0.055
H -3.516 -1.041 0.554  0.095
H 2.741 -0.969 3.270  0.056
H 3.205 3.191 0.443  0.114
H -3.337 2.861 -0.659  0.071
H -1.584 3.033 -0.987  0.059
H 2.137 0.571 2.597  0.088
H 2.291 1.908 -3.439  0.112
H 0.211 0.706 -2.702  0.064
H -4.703 0.831 -0.858  0.062
H 4.644 0.944 2.717  0.075

HOMO level in hartree: -0.357
2S+1: 1
HOMO-LUMO gap in eV: 9.18
Energy above the lowest of the compared OMol25 structures with the same formula, charge and spin in kcal per mole: 33.11



2S+1 of number 2 (C35H46CaN5S2Si2)?
1